[1]
{
  "formula": "C8H14N2O",
  "method": "ωB97M-V/def2-TZVPD",
  "elements": ["O", "N", "N", "C", "C", "C", "C", "C", "C", "C", "C", "H", "H", "H", "H", "H", "H", "H", "H", "H", "H", "H", "H", "H", "H"],
  "coordinates": [[-0.135, -0.601, -0.645], [2.022, -0.423, 0.380], [3.026, 0.405, 0.358], [-1.417, 0.045, -0.171], [2.791, 1.426, -0.413], [-1.577, 1.405, -0.877], [1.002, 0.081, -0.466], [-2.404, -0.952, -0.634], [-1.259, -0.014, 1.356], [2.071, -1.670, 1.123], [1.545, 1.227, -1.063], [-2.540, 1.631, -0.577], [3.586, 2.106, -0.670], [-0.975, -1.032, 1.491], [-1.541, 1.364, -1.970], [2.200, -2.575, 0.423], [-2.338, -2.029, -0.312], [-3.490, -0.751, -0.435], [1.109, 1.982, -1.682], [-2.203, 0.077, 1.757], [1.244, -1.808, 1.744], [-2.404, -0.985, -1.718], [-0.866, 2.052, -0.445], [-0.487, 0.669, 1.807], [3.042, -1.631, 1.638]],
  "forces_ev_per_angstrom": [[-0.163, 0.139, -0.301], [-3.021, 0.847, -1.595], [2.978, -0.166, 1.660], [2.490, -0.490, -0.245], [-0.877, -1.134, -1.197], [0.582, -2.184, 0.413], [1.603, 0.043, 0.047], [-2.802, -1.799, -0.766], [1.641, 0.961, -1.372], [2.553, -0.901, -2.265], [-0.292, 0.084, 1.259], [-2.135, 1.341, 0.426], [-0.104, 0.267, 0.301], [0.402, -0.739, 0.519], [0.223, -0.225, 0.296], [-0.557, 1.358, 0.788], [0.734, 1.179, 0.070], [0.969, 0.529, 0.310], [-0.450, -0.240, -0.401], [-2.027, 0.665, 1.410], [-1.189, -0.122, 1.052], [0.313, -0.055, -0.314], [0.641, 1.096, 0.168], [-0.899, -0.516, -0.562], [-0.614, 0.064, 0.297]],
  "gap_ha": 0.3376,
  "homo_energy_ev": -8.404,
  "energy_ha": -497.917378,
  "de_lowest_kj_mol": 158.42
}

=====

[2]
{
  "formula": "C8H14N2O2",
  "method": "ωB97M-V/def2-TZVPD",
  "elements": ["O", "O", "N", "N", "C", "C", "C", "C", "C", "C", "C", "C", "H", "H", "H", "H", "H", "H", "H", "H", "H", "H", "H", "H", "H", "H"],
  "coordinates": [[0.138, -1.125, -0.914], [0.430, 0.220, 1.019], [-2.490, -3.219, -2.009], [-1.930, 2.609, 2.429], [-1.078, -1.711, -0.849], [2.479, 0.069, -1.998], [-0.685, 1.667, 2.458], [2.201, 0.003, -0.486], [-1.338, -2.655, -1.799], [0.858, -0.388, -0.120], [-0.680, 0.934, 1.171], [3.002, 0.627, 0.407], [-1.649, 3.511, 2.688], [3.825, 1.249, 0.089], [-0.850, 1.024, 3.312], [2.873, -0.837, -2.374], [-3.425, -2.807, -1.688], [1.535, 0.175, -2.518], [-2.629, -3.900, -2.749], [2.871, 0.882, 1.428], [-0.418, -3.038, -2.305], [-2.804, 2.293, 2.805], [-2.089, 2.679, 1.433], [0.281, 2.266, 2.786], [-1.692, -1.376, -0.026], [3.264, 0.848, -2.189]],
  "forces_ev_per_angstrom": [[2.901, 1.296, 1.675], [-1.235, 0.508, 1.539], [-3.496, -0.047, -0.278], [1.967, -1.539, -1.981], [-1.257, 0.442, 0.779], [0.555, 0.535, 1.048], [0.894, 0.993, 1.674], [0.279, 1.044, -0.612], [2.324, 0.289, 0.433], [-0.814, -1.066, -1.808], [0.591, -0.664, -1.160], [-0.285, 0.919, -1.005], [0.047, 1.837, 1.182], [0.514, -0.603, -0.722], [0.037, -0.624, 0.181], [0.576, -1.182, -0.226], [2.207, -0.746, -0.348], [0.041, 0.675, -0.271], [0.379, 0.081, 0.246], [-0.801, -0.787, 1.012], [-1.129, 0.322, -0.116], [-0.422, -0.341, 0.967], [-0.465, 0.122, -0.842], [-1.916, -0.880, -1.056], [-0.341, -0.042, -0.332], [-1.151, -0.541, 0.020]],
  "gap_ha": [0.2308, 0.2306],
  "homo_energy_ev": [-14.834, -14.830],
  "energy_ha": -572.400221,
  "charge": 2,
  "de_lowest_kj_mol": 330.42
}

=====

[3]
{
  "formula": "C8H14N2O3",
  "method": "ωB97M-V/def2-TZVPD",
  "elements": ["O", "O", "O", "N", "N", "C", "C", "C", "C", "C", "C", "C", "C", "H", "H", "H", "H", "H", "H", "H", "H", "H", "H", "H", "H", "H", "H"],
  "coordinates": [[-1.883, -0.993, 0.362], [1.020, 1.491, -1.888], [1.725, 0.828, 0.097], [-1.315, 2.489, -1.596], [0.829, 0.820, -0.770], [1.904, -2.328, 2.584], [-0.728, -0.647, 0.434], [1.209, -2.057, 1.292], [0.219, -0.888, 1.540], [-2.006, 1.329, -2.085], [-1.306, 2.843, -0.430], [-1.074, 0.094, -1.960], [-0.299, 0.148, -0.722], [0.829, -3.052, 0.903], [-1.664, -0.780, -2.138], [1.867, 2.089, -1.701], [2.645, -3.047, 2.570], [-2.925, 1.141, -1.446], [1.854, -1.782, 0.353], [0.859, -0.070, 1.511], [-1.611, 2.109, 0.442], [2.290, -1.381, 3.013], [-0.749, 3.753, -0.182], [-0.312, -1.142, 2.482], [-2.153, 1.432, -3.178], [1.163, -2.700, 3.278], [-0.388, 0.303, -2.763]],
  "forces_ev_per_angstrom": [[-0.800, -0.733, 0.617], [3.554, 2.867, -1.061], [0.616, 1.044, -0.416], [-0.978, 0.777, -3.599], [-0.685, -2.094, 1.878], [-0.756, 2.104, 0.743], [0.093, 0.429, -0.304], [0.419, -0.814, -3.203], [-1.104, -2.867, 0.377], [-0.489, -0.713, 0.936], [0.476, -1.000, 3.953], [-0.417, 1.857, -0.790], [1.166, -0.700, -0.486], [-0.577, 1.194, 0.622], [-0.016, -0.661, 0.267], [-2.344, -1.860, -0.321], [1.806, -1.413, -0.359], [0.660, 0.223, -1.093], [-0.504, -0.112, 2.039], [0.808, 1.550, 1.120], [-0.082, 1.589, -1.216], [0.036, -0.545, -0.139], [-0.295, -0.137, 0.312], [0.154, 0.669, -0.552], [-0.695, 0.190, 0.812], [-0.319, -0.042, 0.349], [0.272, -0.803, -0.486]],
  "gap_ha": 0.3356,
  "homo_energy_ev": -9.098,
  "energy_ha": -648.261997,
  "de_lowest_kj_mol": 647.77
}

=====

[4]
{
  "formula": "C8H14N2P",
  "method": "ωB97M-V/def2-TZVPD",
  "elements": ["P", "N", "N", "C", "C", "C", "C", "C", "C", "C", "C", "H", "H", "H", "H", "H", "H", "H", "H", "H", "H", "H", "H", "H", "H"],
  "coordinates": [[-0.565, 2.002, 3.115], [-0.675, 0.617, -1.032], [0.235, -3.077, -2.520], [-0.793, 0.395, -2.361], [-0.002, -1.585, -0.665], [-0.509, -0.821, -2.911], [-0.225, 0.495, 4.095], [0.954, 2.950, 3.509], [-0.080, -1.866, -2.043], [-0.657, -1.048, -4.383], [-0.298, -0.341, -0.177], [0.534, -3.811, -1.902], [0.297, -1.322, -4.834], [-0.605, 0.642, 5.109], [-1.373, -1.843, -4.582], [-0.898, 1.538, -0.673], [0.823, 4.002, 3.270], [-1.014, -0.143, -4.869], [0.300, -2.370, 0.011], [0.839, 0.284, 4.162], [0.189, -3.274, -3.504], [1.243, 2.842, 4.553], [-0.747, -0.358, 3.667], [1.768, 2.565, 2.886], [-1.117, 1.227, -2.970]],
  "forces_ev_per_angstrom": [[0.936, -0.356, 0.671], [-0.070, 0.004, -0.246], [0.003, -0.196, -0.345], [0.044, -0.205, -0.447], [-0.070, -0.002, -0.603], [-0.078, 0.227, 0.036], [-0.142, 0.324, -0.765], [-0.799, 0.029, -0.097], [-0.063, 0.415, 0.544], [0.028, 0.042, 0.088], [0.148, 0.172, 1.396], [-0.013, 0.038, -0.040], [0.053, -0.023, -0.093], [-0.116, 0.144, 0.170], [-0.062, -0.075, -0.079], [0.017, -0.180, -0.137], [-0.015, 0.048, -0.076], [0.002, -0.016, -0.090], [0.060, -0.108, 0.113], [0.160, 0.063, 0.026], [0.016, -0.067, 0.057], [0.047, -0.133, 0.068], [-0.124, -0.001, -0.048], [0.067, -0.179, -0.081], [-0.029, 0.034, -0.023]],
  "gap_ha": [0.1944, 0.1102],
  "homo_energy_ev": [-11.289, -10.068],
  "energy_ha": -763.726400,
  "charge": 1,
  "de_lowest_kj_mol": 182.16
}

=====

[5]
{
  "formula": "C8H14N2PSSc",
  "method": "ωB97M-V/def2-TZVPD",
  "elements": ["Sc", "S", "P", "N", "N", "C", "C", "C", "C", "C", "C", "C", "C", "H", "H", "H", "H", "H", "H", "H", "H", "H", "H", "H", "H", "H", "H"],
  "coordinates": [[-0.057, -0.031, -1.248], [0.576, 1.764, 0.390], [-0.110, -2.209, -0.865], [-0.967, 0.577, 2.228], [1.289, 0.114, 2.369], [0.993, 1.614, -2.459], [-0.381, 1.986, -2.152], [0.952, 0.449, -3.256], [-0.833, -0.306, 3.361], [0.686, -0.612, 3.460], [-0.448, 0.095, -3.444], [-1.269, 1.100, -2.841], [0.294, 0.801, 1.670], [2.295, 0.132, 2.148], [-1.195, 0.203, 4.280], [1.102, -0.247, 4.424], [0.960, -3.068, -1.275], [-0.680, 2.866, -1.579], [1.887, 2.143, -2.126], [-1.853, 0.978, 1.886], [-0.808, -0.743, -4.045], [-1.147, -3.036, -1.406], [0.882, -1.699, 3.344], [1.808, -0.096, -3.656], [-2.358, 1.156, -2.866], [-0.202, -2.696, 0.474], [-1.415, -1.235, 3.183]],
  "forces_ev_per_angstrom": [[0.625, 3.499, 2.824], [0.298, 1.211, -0.457], [-0.405, -3.935, 0.588], [1.723, 0.264, -0.126], [-1.511, 0.787, -0.334], [-1.007, 0.384, -0.717], [0.012, 1.208, -1.942], [-0.800, 0.163, -0.608], [-0.765, -0.352, 0.672], [0.511, -0.635, 0.691], [0.179, 0.096, -1.481], [1.200, 0.308, -0.230], [-0.089, -1.541, 0.828], [-1.330, 0.169, 0.041], [0.154, -0.541, -0.412], [-0.306, -0.454, -0.393], [-0.030, -0.380, 0.146], [0.121, -0.418, -0.395], [-0.397, -0.254, -0.047], [1.268, -0.350, 0.217], [0.169, 0.381, 0.180], [0.136, -0.270, 0.124], [-0.150, 0.554, 0.326], [-0.373, 0.142, 0.175], [0.395, -0.133, 0.128], [0.075, -0.356, -0.143], [0.297, 0.454, 0.346]],
  "gap_ha": [0.1812, 0.1752],
  "homo_energy_ev": [-4.675, -4.423],
  "energy_ha": -1922.850823,
  "de_lowest_kj_mol": 0.00
}

=====

[6]
{
  "formula": "C8H14N2S",
  "method": "ωB97M-V/def2-TZVPD",
  "elements": ["S", "N", "N", "C", "C", "C", "C", "C", "C", "C", "C", "H", "H", "H", "H", "H", "H", "H", "H", "H", "H", "H", "H", "H", "H"],
  "coordinates": [[2.763, 0.509, -0.481], [0.437, -0.282, 0.367], [0.721, 1.965, -0.587], [-1.710, -0.623, 1.457], [-1.012, -0.572, 0.149], [-1.678, 0.550, -0.674], [1.755, 2.681, -1.053], [2.962, 2.103, -1.195], [1.083, 0.749, -0.300], [-1.224, -1.922, -0.681], [1.239, -1.197, 1.151], [-1.691, 1.505, 0.030], [-0.897, -1.878, -1.758], [3.882, 2.499, -1.400], [-2.710, 0.221, -1.020], [1.617, 3.804, -1.151], [-1.138, 0.871, -1.556], [-2.715, -0.057, 1.520], [-0.711, -2.872, -0.214], [2.093, -1.703, 0.633], [-1.881, -1.718, 1.818], [1.763, -0.465, 1.822], [0.553, -1.972, 1.513], [-2.250, -2.177, -0.667], [-1.250, -0.022, 2.277]],
  "forces_ev_per_angstrom": [[1.719, 0.087, -1.221], [-1.293, 0.673, -1.882], [-1.362, -0.346, 0.236], [-2.383, -0.669, 3.129], [0.432, -0.321, -2.234], [-0.821, 1.561, 1.173], [0.285, 3.027, -0.560], [-2.163, -2.053, 1.605], [0.661, -0.708, 1.468], [2.288, -0.846, 0.663], [0.847, 0.881, -0.278], [-0.429, -1.896, -1.657], [-0.149, 0.296, 1.159], [1.975, 0.911, -0.514], [1.141, 0.463, 0.817], [0.001, -1.596, -0.303], [0.161, -0.250, -0.115], [1.074, -1.362, -0.875], [-0.638, 1.916, -0.671], [-0.917, 0.166, -0.183], [0.247, 1.975, -0.362], [-0.475, -1.471, 0.646], [0.544, 0.437, 0.666], [-1.279, -0.074, -0.029], [0.534, -0.802, -0.676]],
  "gap_ha": 0.3153,
  "homo_energy_ev": -7.862,
  "energy_ha": -820.859160,
  "de_lowest_kj_mol": 207.78
}